14
Properties=species:S:1:pos:R:3:forces:R:3:mulliken_charge:R:1 method="wB97M-V/def2-TZVPD" relative_energy_ev=7.752 homo_ev=-14.941 charge=+1 spin_multiplicity=1 energy_ha=-249.54026
C -0.34133 -1.41797 0.03793 1.4 -4.8 -1.1 -0.0643
C -1.01770 -0.31410 0.06414 -0.1 -0.6 -0.3 0.1969
C 1.56604 0.28693 0.74886 0.4 1.5 2.4 -0.3432
C 1.53955 0.29800 -0.72592 1.6 2.4 -3.2 -0.3855
C -2.22249 0.55872 0.05624 -0.4 -1.3 -1.0 -0.9110
N 0.49138 -0.28344 -0.00697 -0.5 0.6 0.6 0.1392
H 0.30055 -2.99560 -0.24495 -2.3 4.3 0.9 0.4298
H 2.23246 -0.40404 1.34289 -0.8 0.7 -1.0 0.2583
H 1.31775 1.24676 1.26882 0.2 -1.1 -0.4 0.2319
H 1.46812 1.12846 -1.52926 -0.8 -0.5 2.3 0.2387
H 2.31881 -0.23185 -1.19349 0.4 -2.1 -0.3 0.2720
H -2.11021 1.49126 -0.54053 -0.1 -0.9 0.3 0.3186
H -2.51428 0.79216 1.06219 0.0 0.3 0.6 0.3217
H -3.02866 -0.15528 -0.33995 0.9 1.4 0.3 0.2968